Below is a 7-piece molecular cluster, C64H132F12O8P3 overall, with properties calculated with ωB97M-V/def2-TZVPD.

Largest force on an atom ... 0.101 hartree/bohr
E_HOMO ... -2.5 eV

```
! wB97M-V def2-TZVPD RIJCOSX def2/J DEFGRID3
* xyz -1 1
C 19.425 -12.028 0.201
C 19.764 -11.249 1.478
C 19.873 -9.695 1.288
C 19.999 -8.921 2.663
P 20.531 -7.202 2.400
C 20.889 -6.538 4.112
C 20.711 -7.387 5.478
C 21.429 -6.753 6.649
C 21.671 -7.709 7.834
C 22.052 -7.186 1.423
C 23.125 -8.196 1.959
C 24.574 -7.920 1.420
C 24.720 -7.897 -0.078
C 19.336 -6.278 1.396
C 17.936 -6.314 2.050
C 16.998 -5.627 1.117
C 15.513 -5.725 1.629
H 19.962 -12.976 0.180
H 19.853 -11.475 -0.636
H 18.360 -12.172 0.019
H 20.741 -11.652 1.744
H 19.150 -11.549 2.328
H 19.050 -9.313 0.683
H 20.643 -9.556 0.530
H 20.753 -9.364 3.315
H 19.031 -9.052 3.146
H 20.227 -5.673 4.062
H 21.901 -6.167 3.951
H 20.929 -8.450 5.373
H 19.625 -7.428 5.566
H 20.943 -5.815 6.916
H 22.441 -6.591 6.280
H 22.081 -8.676 7.541
H 20.682 -8.029 8.162
H 22.147 -7.410 8.768
H 22.365 -6.154 1.581
H 21.765 -7.270 0.375
H 22.734 -9.133 1.561
H 23.185 -8.217 3.048
H 25.257 -8.703 1.748
H 24.997 -7.018 1.864
H 25.622 -7.438 -0.483
H 23.925 -7.249 -0.444
H 24.479 -8.880 -0.484
H 19.365 -6.692 0.388
H 19.623 -5.243 1.212
H 17.850 -5.934 3.068
H 17.741 -7.381 2.155
H 17.058 -6.018 0.101
H 17.353 -4.635 0.838
H 14.962 -4.972 1.065
H 15.238 -5.630 2.679
H 15.248 -6.746 1.355
C 24.720 7.684 2.693
C 25.875 7.691 3.678
C 27.064 6.772 3.353
C 26.692 5.271 3.762
P 27.995 3.984 3.480
C 28.382 3.816 1.681
C 27.555 2.833 0.859
C 28.064 1.444 0.572
C 27.463 0.840 -0.726
C 29.453 4.643 4.343
C 29.334 5.294 5.762
C 30.760 6.013 6.070
C 30.851 6.237 7.645
C 27.630 2.294 4.183
C 28.746 1.264 4.161
C 28.203 -0.242 4.150
C 27.603 -0.550 5.534
H 24.013 8.477 2.939
H 24.067 6.816 2.777
H 25.038 7.777 1.655
H 25.524 7.428 4.676
H 26.290 8.679 3.879
H 27.972 7.086 3.868
H 27.245 6.731 2.279
H 25.780 4.970 3.247
H 26.470 5.240 4.829
H 29.432 3.557 1.544
H 28.205 4.787 1.219
H 27.507 3.289 -0.130
H 26.528 2.798 1.223
H 27.641 0.804 1.346
H 29.142 1.309 0.657
H 27.599 -0.238 -0.809
H 27.907 1.310 -1.603
H 26.381 0.961 -0.783
H 29.922 5.333 3.641
H 30.219 3.868 4.305
H 29.067 4.510 6.472
H 28.601 6.101 5.775
H 30.773 6.983 5.574
H 31.680 5.611 5.646
H 31.567 6.997 7.957
H 31.009 5.232 8.036
H 29.968 6.680 8.106
H 26.790 1.827 3.671
H 27.276 2.510 5.191
H 29.604 1.375 4.825
H 29.116 1.317 3.137
H 28.884 -1.014 3.790
H 27.417 -0.263 3.395
H 26.735 0.079 5.731
H 28.267 -0.391 6.384
H 27.229 -1.573 5.567
C 15.335 6.972 6.153
C 14.202 7.423 7.054
C 13.225 6.322 7.472
C 13.963 5.118 8.138
P 12.974 3.703 8.708
C 11.721 4.299 9.801
C 12.152 5.351 10.829
C 10.874 5.834 11.629
C 10.308 4.844 12.630
C 12.224 3.080 7.079
C 13.104 2.645 5.843
C 12.418 2.667 4.523
C 12.081 4.125 3.960
C 13.953 2.473 9.691
C 15.433 2.363 9.424
C 16.027 1.214 10.059
C 17.338 1.428 10.802
H 15.248 6.013 5.643
H 16.298 7.101 6.647
H 15.494 7.708 5.365
H 13.654 8.165 6.474
H 14.509 7.990 7.933
H 12.671 5.897 6.635
H 12.538 6.724 8.217
H 14.392 5.541 9.046
H 14.777 4.734 7.524
H 11.252 3.454 10.305
H 10.942 4.603 9.102
H 12.523 6.263 10.361
H 12.910 5.047 11.550
H 10.004 6.042 11.005
H 11.037 6.773 12.157
H 9.370 5.199 13.056
H 10.954 4.680 13.492
H 10.036 3.886 12.186
H 11.443 3.807 6.853
H 11.653 2.194 7.355
H 13.424 1.607 5.935
H 13.948 3.335 5.830
H 11.487 2.133 4.713
H 12.841 2.145 3.664
H 13.029 4.559 3.640
H 11.429 4.648 4.659
H 11.502 4.048 3.040
H 13.428 1.529 9.545
H 13.694 2.875 10.670
H 15.949 3.265 9.754
H 15.622 2.283 8.354
H 16.238 0.481 9.281
H 15.323 0.723 10.731
H 17.508 0.542 11.414
H 17.369 2.387 11.320
H 18.093 1.391 10.016
C 25.619 8.685 -3.542
O 24.193 8.513 -3.630
O 26.118 7.825 -4.493
C 25.989 10.241 -3.770
F 27.293 10.498 -3.484
F 25.703 10.861 -4.915
F 25.345 11.023 -2.875
C 23.648 7.337 -2.958
C 22.097 7.388 -2.907
H 21.676 7.293 -3.908
H 21.591 6.538 -2.450
H 21.716 8.302 -2.452
H 24.017 7.226 -1.938
H 23.849 6.397 -3.472
H 25.971 8.422 -2.545
C 14.540 5.358 -8.708
O 14.521 4.656 -7.474
O 13.942 4.551 -9.708
C 14.182 6.861 -8.590
F 15.175 7.611 -8.166
F 13.822 7.343 -9.731
F 13.105 6.974 -7.843
C 15.188 5.167 -6.346
C 14.841 4.141 -5.279
H 15.108 4.409 -4.256
H 13.770 3.981 -5.156
H 15.276 3.165 -5.493
H 14.710 6.093 -6.025
H 16.268 5.315 -6.346
H 15.576 5.395 -9.047
C 20.947 1.303 3.038
O 21.244 2.122 4.187
O 21.361 -0.026 3.224
C 19.433 1.510 2.638
F 19.158 2.789 2.648
F 19.239 1.194 1.349
F 18.590 0.845 3.388
C 21.120 1.568 5.520
C 20.947 2.845 6.346
H 19.962 3.312 6.327
H 21.278 2.740 7.379
H 21.571 3.652 5.961
H 22.018 0.994 5.748
H 20.240 0.943 5.671
H 21.525 1.671 2.190
C 18.426 7.946 13.592
O 19.850 7.793 13.478
O 17.915 6.836 14.264
C 18.071 9.399 14.003
F 18.363 9.751 15.265
F 18.669 10.307 13.213
F 16.791 9.675 13.822
C 20.395 8.039 12.165
C 21.915 7.676 12.155
H 22.382 8.592 12.515
H 22.091 6.761 12.721
H 22.305 7.467 11.159
H 20.217 8.998 11.678
H 19.946 7.313 11.487
H 17.973 7.929 12.600
*
```

Atomic partial charges in e from the Löwdin method, atoms 1 to 4: number 1, C, carries -0.104; number 2, C, carries -0.254; number 3, C, carries -0.229; number 4, C, carries -0.256

***

Below is a 9-piece molecular cluster, C64H138F9N6O9 overall, with properties calculated with ωB97M-V/def2-TZVPD.

Largest force on an atom ... 0.100 hartree/bohr
E_HOMO ... -7.0 eV

```
! wB97M-V def2-TZVPD RIJCOSX def2/J DEFGRID3
* xyz 3 1
C -9.817 -12.686 -0.385
C -8.670 -11.858 0.431
C -7.311 -12.657 0.402
C -6.628 -12.687 -0.957
N -5.062 -12.919 -0.836
C -4.461 -12.497 -2.254
C -4.384 -10.887 -2.185
C -4.558 -10.560 -0.661
C -4.282 -11.884 0.022
C -4.701 -14.455 -0.584
C -3.202 -14.729 -0.317
C -3.011 -16.300 -0.286
H -10.011 -13.700 -0.035
H -9.390 -12.862 -1.373
H -10.703 -12.059 -0.480
H -8.906 -11.573 1.456
H -8.438 -10.973 -0.162
H -7.425 -13.671 0.785
H -6.592 -12.278 1.129
H -6.807 -11.782 -1.537
H -6.973 -13.489 -1.609
H -3.506 -12.965 -2.496
H -5.074 -12.905 -3.057
H -3.600 -10.371 -2.740
H -5.283 -10.517 -2.677
H -3.815 -9.823 -0.357
H -5.578 -10.219 -0.485
H -3.215 -12.035 -0.137
H -4.547 -11.885 1.079
H -5.016 -14.984 -1.483
H -5.220 -14.820 0.302
H -2.808 -14.232 0.570
H -2.463 -14.400 -1.047
H -1.958 -16.554 -0.157
H -3.324 -16.835 -1.182
H -3.548 -16.792 0.525
C -1.507 10.727 1.767
C -1.021 11.349 3.154
C 0.435 11.145 3.704
C 1.017 9.670 3.754
N 2.472 9.588 4.313
C 2.944 8.137 4.322
C 2.594 7.541 5.708
C 2.155 8.715 6.667
C 2.534 9.986 5.841
C 3.512 10.444 3.472
C 3.570 9.970 1.975
C 4.426 10.755 0.961
H -1.091 11.176 0.866
H -2.576 10.719 1.552
H -1.085 9.727 1.862
H -1.688 11.214 4.006
H -1.078 12.428 3.012
H 0.493 11.675 4.654
H 1.062 11.712 3.016
H 1.104 8.927 2.960
H 0.463 9.057 4.466
H 4.030 8.083 4.241
H 2.611 7.548 3.468
H 3.457 7.031 6.137
H 1.768 6.839 5.596
H 2.455 8.599 7.709
H 1.069 8.752 6.756
H 3.567 10.235 6.083
H 1.981 10.904 6.041
H 4.446 10.292 4.013
H 3.321 11.494 3.694
H 2.561 9.954 1.563
H 3.961 8.955 1.906
H 5.480 10.493 0.874
H 4.488 11.826 1.158
H 4.024 10.679 -0.049
C 5.253 13.065 -10.219
C 4.225 12.284 -10.996
C 2.788 12.332 -10.408
C 1.738 11.457 -11.169
N 0.183 11.645 -10.712
C -0.303 13.021 -11.121
C -0.795 12.879 -12.524
C -0.979 11.388 -12.748
C -0.547 10.624 -11.498
C 0.151 11.265 -9.206
C 0.699 9.850 -8.712
C 0.229 9.635 -7.169
H 5.281 12.753 -9.175
H 4.948 14.110 -10.271
H 6.271 13.068 -10.608
H 4.564 11.260 -11.159
H 4.175 12.738 -11.986
H 2.553 13.396 -10.393
H 2.795 12.094 -9.344
H 1.970 10.401 -11.031
H 1.679 11.572 -12.252
H -1.105 13.287 -10.433
H 0.493 13.747 -10.956
H -1.749 13.405 -12.566
H 0.017 13.293 -13.122
H -1.992 11.152 -13.075
H -0.359 11.113 -13.601
H -1.473 10.354 -10.990
H -0.003 9.700 -11.691
H -0.918 11.204 -9.001
H 0.554 12.126 -8.673
H 1.774 9.711 -8.821
H 0.170 9.092 -9.291
H 0.509 8.610 -6.926
H -0.845 9.760 -7.027
H 0.820 10.276 -6.516
C -8.189 1.812 5.801
C -7.025 2.078 4.741
O -6.937 1.468 3.699
N -5.984 3.195 5.056
H -5.766 3.404 6.020
H -5.078 2.873 4.748
C -6.291 4.590 4.428
H -8.938 1.151 5.365
H -8.770 2.694 6.069
H -7.891 1.532 6.812
H -6.884 5.131 5.166
H -6.738 4.363 3.461
H -5.268 4.954 4.331
C 6.325 -1.737 -2.325
C 7.276 -2.931 -2.085
N 6.532 -4.187 -1.424
C 5.900 -3.848 -0.103
C 5.522 -4.656 -2.464
C 4.927 -6.114 -2.227
C 7.658 -5.267 -1.112
C 8.539 -5.832 -2.259
O 7.755 -6.083 -3.418
C 8.479 -6.549 -4.503
H 5.351 -1.790 -2.811
H 6.948 -1.071 -2.922
H 6.093 -1.186 -1.413
H 8.033 -2.805 -1.311
H 7.781 -3.304 -2.976
H 5.508 -4.770 0.326
H 5.177 -3.061 -0.319
H 6.745 -3.547 0.517
H 5.972 -4.610 -3.456
H 4.696 -3.949 -2.391
H 4.282 -6.246 -1.359
H 5.624 -6.945 -2.339
H 4.320 -6.312 -3.111
H 7.096 -6.091 -0.674
H 8.370 -4.859 -0.395
H 8.980 -6.781 -1.956
H 9.376 -5.164 -2.460
H 8.888 -5.742 -5.110
H 7.885 -7.206 -5.139
H 9.362 -7.015 -4.066
C -2.428 -3.355 7.668
C -2.052 -1.986 8.229
N -0.551 -1.870 8.625
C -0.340 -0.594 9.392
C -0.058 -3.064 9.568
C -0.572 -3.114 11.045
C 0.141 -1.873 7.212
C 1.576 -1.252 7.244
O 2.351 -1.903 8.253
C 3.673 -1.380 8.284
H -2.098 -4.162 8.322
H -1.956 -3.527 6.701
H -3.475 -3.412 7.371
H -2.562 -1.903 9.190
H -2.357 -1.134 7.622
H -0.697 0.195 8.731
H 0.708 -0.726 9.662
H -0.965 -0.715 10.277
H 1.020 -2.990 9.706
H -0.410 -4.044 9.244
H -0.057 -2.363 11.644
H -0.321 -4.058 11.529
H -1.655 -2.994 11.066
H -0.305 -1.171 6.507
H 0.236 -2.770 6.601
H 1.516 -0.166 7.180
H 2.169 -1.436 6.348
H 4.158 -1.676 9.214
H 3.591 -0.297 8.373
H 4.086 -1.622 7.304
C -3.104 -0.945 -7.835
O -3.538 0.352 -7.402
O -2.352 -0.683 -9.061
C -2.543 -1.787 -6.597
F -3.250 -1.560 -5.451
F -2.508 -3.104 -6.884
F -1.285 -1.432 -6.341
C -2.732 1.236 -6.592
C -3.657 2.338 -6.023
H -3.195 2.889 -5.204
H -3.923 3.060 -6.795
H -4.526 1.984 -5.469
H -1.968 1.609 -7.274
H -2.155 0.902 -5.729
H -4.112 -1.349 -7.925
C 2.493 -9.826 6.088
O 2.408 -10.970 6.965
O 3.554 -10.070 5.176
C 1.058 -9.416 5.561
F 0.331 -8.920 6.603
F 0.913 -8.572 4.566
F 0.346 -10.561 5.252
C 1.586 -11.116 8.093
C 1.915 -12.514 8.731
H 1.305 -12.704 9.614
H 1.613 -13.262 7.998
H 2.984 -12.393 8.908
H 0.552 -11.079 7.750
H 1.752 -10.237 8.715
H 2.864 -9.022 6.724
C -0.671 1.975 0.831
O -0.286 0.558 0.814
O -0.705 2.314 2.217
C 0.030 2.872 -0.248
F -0.701 3.972 -0.475
F 1.146 3.350 0.217
F 0.230 2.275 -1.357
C -1.059 -0.292 -0.018
C -0.698 -1.730 0.147
H -0.976 -2.027 1.158
H -1.201 -2.359 -0.588
H 0.374 -1.781 -0.044
H -0.978 0.025 -1.057
H -2.104 -0.422 0.262
H -1.670 2.027 0.398
*
```

Atomic partial charges in e from the Löwdin method, atoms 1 to 4: number 1, C, carries -0.063; number 2, C, carries -0.176; number 3, C, carries -0.196; number 4, C, carries -0.102